No. 1
10
Properties=species:S:1:pos:R:3:forces:R:3 method="wB97M-V/def2-TZVPD" e_lumo_ev=0.2951 relative_energy_ev=0.744
C -0.763 -0.016 -0.931 -0.5762 0.2149 0.1226
C -1.693 0.572 -0.233 -0.5110 2.6526 3.0636
O 2.818 -0.505 0.051 -0.5737 0.1447 -0.0704
O 0.566 0.302 -0.894 0.6646 -1.0532 0.0417
O 0.692 -1.488 0.814 -0.8391 -1.0074 0.6735
S 1.342 -1.187 -0.413 2.4229 2.9096 1.2592
I -3.678 -0.081 0.052 0.6151 0.0912 -0.4840
H -1.106 -0.845 -1.480 0.2334 -1.2008 -1.1389
H 2.949 0.001 0.930 -1.2317 -1.2149 -1.8246
H -1.475 1.426 0.523 -0.2043 -1.5367 -1.6428


No. 2
22
Properties=species:S:1:pos:R:3:forces:R:3 method="wB97M-V/def2-TZVPD" e_lumo_ev=1.1178 smiles=CCC.CCC relative_energy_ev=1.818
C -1.865 0.141 1.111 1.9274 -2.7059 -2.4581
C -2.036 -1.389 1.315 0.2051 0.1374 1.2135
C -1.037 0.820 2.149 0.4282 -3.2992 -0.3676
H -1.272 0.142 0.127 -0.7417 0.5932 1.0936
H -2.824 0.524 0.843 -0.6921 0.7179 0.2980
H -2.722 -1.559 2.151 -0.8610 -0.0829 -0.5849
H 0.003 0.606 1.975 0.4695 0.2009 -0.0738
H -1.195 -1.937 1.784 0.4305 0.6312 -0.8678
H -2.298 -1.859 0.360 -0.2913 -0.1704 0.5518
H -1.250 1.784 2.160 -0.3890 4.7573 -0.1553
H -1.249 0.504 3.131 -0.4408 -0.7810 1.3175
C 1.434 -0.270 -1.993 -1.3710 -0.0849 -1.4140
C 1.875 -0.480 -0.614 1.7198 -0.7876 3.2541
C 1.479 1.249 -2.179 2.3605 -0.1733 -3.6567
H 2.098 -0.855 -2.732 -1.1731 1.0708 0.9602
H 0.329 -0.631 -2.107 1.9276 0.6466 -0.1878
H 2.806 -1.082 -0.648 0.0813 0.8484 0.3487
H 2.384 1.836 -1.754 -1.0845 -1.4425 -1.0040
H 1.349 1.399 -3.310 0.4971 0.5003 1.4872
H 1.280 -1.165 0.006 -0.4412 0.4613 -0.1306
H 2.040 0.519 -0.024 -0.2211 -2.0534 -0.9598
H 0.670 1.703 -1.751 -2.3402 1.0159 1.3359


No. 3
19
Properties=species:S:1:pos:R:3:forces:R:3 method="wB97M-V/def2-TZVPD" e_lumo_ev=-0.8252 relative_energy_ev=0.032
C -0.194 0.893 1.972 0.1137 -0.9477 -0.4438
C 0.405 1.522 0.901 0.7146 0.0943 -1.4003
C -0.228 -0.534 1.992 -1.6269 1.0985 1.4835
C 1.044 0.783 -0.142 -0.2466 1.0974 0.9292
C 0.331 -1.217 0.968 0.9798 -3.9695 -1.0902
C 1.065 -0.572 0.011 -0.6778 1.7360 0.0367
C 1.716 1.502 -1.289 1.5386 -1.7256 -0.1138
C -1.605 -1.661 -1.582 -0.8103 -1.4785 0.4673
F 1.742 -1.267 -0.861 0.8301 -1.4691 -1.2765
S -2.742 -0.493 -1.433 -1.6817 -0.0327 -0.4716
I -2.326 -3.750 -1.337 0.4006 1.4223 -0.3140
H -0.688 1.453 2.747 0.0037 0.1018 0.1716
H 0.466 2.610 0.720 -0.3824 -0.5161 0.7060
H -0.821 -1.028 2.801 0.7231 0.3293 -0.8524
H 1.013 2.084 -1.823 -0.8615 0.5004 -0.7101
H 2.415 2.225 -0.838 0.1969 -0.3891 -0.4963
H 2.231 0.751 -2.035 -0.8662 1.6916 1.6198
H 0.359 -2.375 0.705 -0.4594 2.3363 1.4523
H -4.185 -0.926 -1.477 2.1118 0.1202 0.3025


no.,HOMO-LUMO gap (hartree)
1,0.347
2,0.442
3,0.293